[1]
Below is a structure of composition C29H28ClGdN5O4SSe2 at a distorted geometry, with properties calculated with ωB97M-V/def2-TZVPD.

Structure (XYZ):
```
71
Properties=species:S:1:pos:R:3:lowdin_charge:R:1
Gd 0.2415 0.5447 1.3403 1.2343
N -1.8482 -4.1058 0.9116 0.0721
C -1.4194 -2.8438 0.6083 -0.6856
S 0.3928 -2.7455 0.5646 0.9625
N -2.2531 -1.9198 0.4019 -0.0017
N -1.9388 -0.5914 0.2658 -0.0416
C -2.7748 0.0328 -0.5100 -0.0910
C -2.8943 1.4358 -0.7120 -0.1867
C -3.7359 1.9106 -1.7319 -0.0675
C -3.9502 3.2513 -1.9250 -0.1245
C -3.3177 4.1771 -1.0837 -0.0988
C -2.4653 3.7589 -0.0979 -0.0028
C -2.2010 2.3745 0.1291 -0.3695
O -1.3919 1.9954 1.0308 -0.2668
H -1.1208 -4.7418 1.1983 0.0676
H -2.7304 -4.1777 1.3966 0.0929
H -3.4835 -0.5800 -1.0748 0.1256
H -4.2125 1.1817 -2.3744 0.1048
H -4.6046 3.5916 -2.7161 0.0868
H -3.5039 5.2346 -1.2301 0.0972
H -1.9539 4.4674 0.5402 0.1110
C 0.9815 0.6665 -3.6020 -0.0095
C 0.9619 1.4136 -2.2666 -0.4934
C 0.9461 2.9277 -2.4784 -0.0042
O -0.1736 1.0064 -1.4935 -0.0817
C 2.2344 1.0430 -1.4024 -0.6388
O 3.3223 1.0966 -1.9517 0.0467
O 1.9682 0.7205 -0.2133 -0.2349
H 0.1402 0.9656 -4.2322 0.0825
H 0.9242 -0.4077 -3.4300 0.0737
H 1.9156 0.8780 -4.1138 0.0859
H 0.2205 3.2105 -3.2450 0.0854
H 1.9314 3.2675 -2.7861 0.0915
H 0.6786 3.4196 -1.5439 0.0767
H -0.9471 1.4824 -1.8339 0.0861
Se -0.3714 1.7301 3.9568 0.6178
Se 2.4269 -0.7898 2.5543 0.5846
C 1.0610 -1.6363 3.5227 -0.8279
C 1.3446 -2.5177 4.5729 -0.1199
C 0.3090 -3.1535 5.2118 -0.0881
C -0.9988 -2.8850 4.8112 -0.0864
C -1.1952 -1.9900 3.7772 -0.1745
N -0.2028 -1.3861 3.1247 -0.1538
C 0.4036 3.1408 3.0193 -0.7873
C 0.2279 4.4785 3.3953 -0.1224
C 0.7563 5.4687 2.6025 -0.0899
C 1.4842 5.1138 1.4680 -0.0809
C 1.6479 3.7689 1.1921 -0.1375
N 1.1186 2.8012 1.9326 -0.0928
H 2.3760 -2.6622 4.8524 0.0916
H 0.5019 -3.8411 6.0244 0.0985
H -1.8365 -3.3499 5.3077 0.0897
H -2.1954 -1.7407 3.4396 0.1121
H -0.3324 4.6991 4.2917 0.0916
H 0.6038 6.5116 2.8528 0.0990
H 1.9073 5.8619 0.8123 0.0927
H 2.2269 3.4323 0.3375 0.1098
Cl 3.1518 -6.7046 -4.1469 0.6405
C 2.4737 -5.3803 -3.2555 -0.6823
C 1.1052 -5.1731 -3.2857 -0.1095
C 0.5713 -4.0975 -2.5987 -0.0373
C 1.3911 -3.2271 -1.8883 -0.3044
C 0.8176 -2.0958 -1.1046 -0.3841
C 2.7607 -3.4697 -1.8548 -0.0197
C 3.3070 -4.5431 -2.5330 -0.0988
H 0.4697 -5.8474 -3.8395 0.1001
H -0.4954 -3.9314 -2.6171 0.1172
H 1.5596 -1.3141 -0.9320 0.0536
H -0.0862 -1.6741 -1.5424 0.0828
H 3.4029 -2.8067 -1.2970 0.1280
H 4.3691 -4.7310 -2.5032 0.1038
```

Computed properties:
Multiplicity   8
Net charge   -1
Largest force on an atom   1.56 eV/A
Energy relative to the best compared isomer or geometry (same formula, charge and spin)   4.5 kcal/mol
Total energy   -221058.8417 eV
Gap between HOMO and LUMO (alpha / beta)   6.100 / 6.709 eV

---

[2]
Below is a cluster of 7 separate species, C29H28F32O13 in total at a distorted geometry, with properties calculated with ωB97M-V/def2-TZVPD.

Structure (XYZ):
```
102
Properties=species:S:1:pos:R:3:lowdin_charge:R:1
F 12.2601 15.8544 20.9576 0.0884
C 11.3561 14.8827 20.6644 -0.3597
F 10.9437 14.3982 21.8075 0.1381
C 10.1610 15.4700 20.0050 -0.4155
F 9.6918 16.4837 20.8210 0.1121
F 9.3068 14.4107 19.8580 0.1246
C 10.5052 16.1104 18.6415 -0.0253
O 11.0178 15.0308 17.8585 0.0123
C 11.3381 15.3493 16.5441 -0.5334
F 10.2593 15.7776 15.8657 0.1585
F 12.2688 16.3158 16.5050 0.1569
C 11.8994 14.0633 15.9081 -0.2669
F 12.3685 14.3803 14.6718 0.0841
F 12.9674 13.6652 16.6162 0.1124
H 11.9226 14.1435 20.0906 0.1767
H 11.3102 16.8213 18.7355 0.1428
H 9.5870 16.4845 18.2213 0.1457
H 11.1891 13.2564 15.8515 0.1702
F 11.3023 9.6566 20.1167 0.1120
C 10.5384 10.3516 19.2562 -0.2629
F 11.2700 11.2781 18.5108 0.0580
C 10.0475 9.3746 18.2333 -0.4668
F 9.0355 10.0577 17.5669 0.0936
F 9.4611 8.3820 18.8731 0.1622
C 11.0477 8.9111 17.1751 0.0293
O 12.1013 8.0070 17.7166 0.0758
C 13.3156 8.2944 17.3212 -0.5723
F 13.4108 8.1691 15.9392 0.1152
F 13.6517 9.5920 17.5603 0.1288
C 14.3716 7.4209 17.9643 -0.2845
F 14.0155 6.1116 17.6225 0.0561
F 15.5755 7.5418 17.4795 0.1439
H 9.7114 10.8492 19.7621 0.1767
H 11.5037 9.7469 16.6678 0.0965
H 10.4805 8.2834 16.4786 0.1610
H 14.3869 7.5024 19.0674 0.1830
F 10.7207 16.8215 12.1586 0.0994
C 10.2819 15.5600 12.2417 -0.3211
F 9.2011 15.4522 13.0254 0.1107
C 9.8351 15.2458 10.7763 -0.3494
F 10.6264 15.9193 9.8465 0.0807
F 8.5184 15.7578 10.6035 0.0802
C 9.9317 13.7736 10.5316 -0.0150
O 9.3084 13.1125 11.6949 0.0243
C 8.7522 11.8908 11.4513 -0.4949
F 7.6340 12.0380 10.6508 0.1120
F 9.5838 11.0566 10.7291 0.1136
C 8.3215 11.1429 12.7147 -0.2378
F 7.6084 12.1033 13.4378 0.0616
F 7.3906 10.2507 12.3437 0.1058
H 11.0073 14.8847 12.6495 0.1474
H 10.9565 13.4374 10.4287 0.1483
H 9.3220 13.5232 9.6525 0.1542
H 9.1401 10.7164 13.2482 0.1158
F 21.5331 10.7234 9.7978 0.0784
C 20.6947 10.8600 8.7400 -0.2733
F 21.4433 10.7912 7.5943 0.0807
C 19.5904 9.7505 8.7766 -0.4478
F 20.2597 8.6627 8.3790 0.1406
F 18.5840 10.1116 7.9855 0.1412
C 18.8825 9.5567 10.1577 -0.0211
O 17.7323 8.7350 9.9827 0.0404
C 16.7257 8.9075 10.8606 -0.5600
F 17.0879 8.7136 12.1755 0.1239
F 16.2618 10.1592 10.7993 0.1445
C 15.5844 7.9197 10.4717 -0.2425
F 14.4849 7.9840 11.2854 0.0844
F 15.2333 8.2173 9.1802 0.0922
H 20.3312 11.8723 8.8310 0.1609
H 18.4868 10.5392 10.4423 0.1474
H 19.5042 9.1796 10.9422 0.1389
H 16.0374 6.9208 10.6035 0.1759
O 14.5136 14.4855 12.4317 0.1860
C 14.3578 15.4817 11.8187 -0.5493
O 15.2972 16.4447 11.7583 0.0761
C 14.9884 17.2498 10.6297 -0.1253
C 13.5286 17.0600 10.4132 -0.1258
O 13.3101 15.8094 11.0410 0.0572
H 15.1170 18.2829 10.8406 0.1249
H 15.5267 17.0044 9.7160 0.1402
H 13.2581 17.0330 9.3769 0.1316
H 12.9477 17.8491 10.9758 0.1533
O 16.6583 11.9566 13.4188 0.1739
C 16.7061 13.0713 13.7949 -0.5741
O 17.3657 14.0644 13.1405 0.0669
C 17.3811 15.1850 14.0035 -0.1396
C 16.3261 14.9434 15.0540 -0.0884
O 16.2372 13.4909 15.0073 0.0320
H 18.3603 15.3509 14.4449 0.1323
H 17.0753 16.0604 13.4186 0.1195
H 15.3294 15.3789 14.8263 0.1310
H 16.6753 15.1746 16.0473 0.1279
O 10.6898 10.4554 14.3443 0.1208
C 11.8806 10.5712 14.2302 -0.5775
O 12.4683 10.5161 13.0581 0.1118
C 13.8051 10.9904 13.1895 -0.0818
C 14.0472 11.0781 14.7109 -0.0549
O 12.6831 10.9799 15.2410 0.0170
H 14.5100 10.3432 12.6623 0.1125
H 13.9357 11.9568 12.7655 0.1024
H 14.4443 12.0757 14.9823 0.1088
H 14.6411 10.3175 15.2025 0.1223
```

Computed properties:
Multiplicity   1
Structure (SMILES)   FC(F)C(F)(F)COC(F)(F)C(F)F.FC(F)C(F)(F)COC(F)(F)C(F)F.FC(F)C(F)(F)COC(F)(F)C(F)F.FC(F)C(F)(F)COC(F)(F)C(F)F.O=C1OCCO1.O=C1OCCO1.O=C1OCCO1
Net charge   0
Largest force on an atom   3.23 eV/A
Energy relative to the best compared isomer or geometry (same formula, charge and spin)   0.0 kcal/mol
Total energy   -144104.4265 eV
Gap between HOMO and LUMO   11.292 eV

---

[3]
Below is a structure of composition C29H28HfN5O4S2Se at a distorted geometry, with properties calculated with ωB97M-V/def2-TZVPD.

Structure (XYZ):
```
70
Properties=species:S:1:pos:R:3:lowdin_charge:R:1
Hf -0.0189 0.0741 1.3076 1.5060
O 4.1092 0.0443 -2.2359 -0.0406
C 3.1013 -0.2501 -3.0879 -0.3195
C 3.3683 -0.6838 -4.3132 -0.0274
C 2.3680 -1.0461 -5.2227 -0.0425
C 1.0988 -0.5852 -4.9515 -0.0919
C 0.7703 -0.0930 -3.6898 -0.0377
C 1.7423 0.0252 -2.7280 -0.1127
C 1.4910 0.0011 -1.3069 -0.3660
O 0.2777 0.1527 -0.8396 -0.1944
N 2.5318 -0.0438 -0.4321 0.0515
N 2.1393 0.0283 0.9134 -0.1115
C 3.1075 0.2728 1.7624 -0.0261
C 2.9691 0.2080 3.1972 -0.1671
C 4.1521 0.1319 3.9076 -0.0394
C 4.1842 0.0861 5.3099 -0.0631
C 2.9456 0.1651 5.9647 -0.0730
C 1.7547 0.3499 5.2709 -0.0014
C 1.7095 0.2137 3.8549 -0.3328
O 0.5263 0.1080 3.2796 -0.2451
H 3.6057 -0.0490 -1.1453 0.0893
H 4.4205 -0.7917 -4.5980 0.1350
H 2.6796 -1.7371 -6.0044 0.1170
H 0.2763 -0.5939 -5.6500 0.0997
H -0.2506 0.2340 -3.4275 0.1261
H 4.1495 0.4708 1.3922 0.1651
H 5.0878 -0.0011 3.3747 0.1178
H 5.1261 -0.1215 5.8693 0.1213
H 2.8787 0.1000 7.0843 0.1272
H 0.8295 0.4345 5.8758 0.1277
Se 0.5149 2.8771 1.5437 0.6426
C 0.4145 3.6580 -0.2066 -0.6481
C -0.6815 4.4979 -0.5441 -0.1489
C -0.8029 4.9710 -1.8169 -0.1418
N 0.1651 4.7292 -2.7706 0.0416
C 1.1768 3.8766 -2.5063 -0.1444
C 1.3315 3.3318 -1.2253 -0.1308
H -1.3929 4.6870 0.2362 0.0828
H -1.5681 5.6715 -2.1679 0.1063
H 1.9303 3.6482 -3.3230 0.1284
H 2.2713 2.7558 -1.1123 0.1074
N -6.4503 1.4147 -0.9958 0.1100
C -6.3150 1.0766 0.2891 -0.8420
S -7.4433 0.8362 1.4513 0.7664
C -4.9149 1.1077 0.7318 -0.1870
C -3.8128 1.5813 -0.0693 0.0217
C -2.5309 1.2741 0.2572 -0.1330
N -2.1720 0.5811 1.3858 -0.0984
C -3.2428 0.0978 2.2027 -0.0445
C -4.5320 0.4430 1.9135 -0.0542
H -7.3257 1.4733 -1.4717 0.1121
H -5.6038 1.4252 -1.6174 0.1277
H -4.0222 2.2968 -0.8419 0.1189
H -1.7121 1.7590 -0.2158 0.0708
H -2.9271 -0.4830 3.0713 0.1284
H -5.2387 0.1599 2.7484 0.1140
O -0.3783 -1.9080 1.0393 -0.6413
S -1.5789 -2.8645 0.4216 1.0980
C -1.2153 -3.2474 -1.3367 -0.2883
C 0.0092 -4.2000 -1.2796 -0.2160
C -0.0258 -5.0249 0.0225 -0.2102
C -1.1008 -4.5275 1.0684 -0.2518
H -1.0467 -2.3670 -1.9374 0.0848
H -2.1070 -3.7952 -1.7298 0.1201
H 0.9098 -3.5105 -1.2005 0.1305
H 0.0035 -4.7655 -2.2344 0.1307
H 1.0118 -5.0409 0.4473 0.1273
H -0.1658 -6.1033 -0.2231 0.1218
H -0.5953 -4.3397 2.0301 0.1025
H -1.9669 -5.1575 1.2349 0.0946
```

Computed properties:
Multiplicity   1
Net charge   +1
Largest force on an atom   4.18 eV/A
Energy relative to the best compared isomer or geometry (same formula, charge and spin)   2.5 kcal/mol
Total energy   -134486.9852 eV
Gap between HOMO and LUMO   5.715 eV

---

[4]
Below is a structure of composition C29H28INNiO9, with properties calculated with ωB97M-V/def2-TZVPD.

Structure (XYZ):
```
69
Properties=species:S:1:pos:R:3:lowdin_charge:R:1
Ni -0.2139 -0.2519 -0.4756 0.3996
C 0.8667 2.4924 3.1314 -0.0918
C 1.8135 1.3659 2.7176 -0.2271
C 1.1201 0.0805 2.6455 -0.2290
N 0.5539 -0.9191 2.6230 0.1679
H 1.4040 3.4403 3.1244 0.0717
H 0.4457 2.3169 4.1234 0.0694
H 0.0598 2.5740 2.4073 0.0631
H 2.6434 1.2576 3.4209 0.1045
H 2.2039 1.5683 1.7206 0.1015
O 0.9627 3.6752 -0.0780 0.0017
C 0.5998 2.6103 -0.5893 -0.5910
O 0.6355 1.4771 -0.0022 -0.0832
C 0.0972 2.6347 -2.0237 -0.1186
C -0.5815 3.7642 -2.4586 -0.0317
C -1.1758 3.8281 -3.7203 0.0012
C -1.0380 2.7189 -4.5169 -0.2224
O -1.5120 2.5103 -5.8034 -0.0005
C -1.3553 1.1020 -5.9742 -0.1773
O -0.2996 0.6846 -5.1368 0.0203
C -0.3236 1.6119 -4.1064 -0.1896
C 0.2574 1.5269 -2.8664 0.0835
H -0.6796 4.5879 -1.7651 0.1128
H -1.7425 4.6913 -4.0443 0.1052
H -1.1013 0.8934 -7.0125 0.1273
H -2.2832 0.5983 -5.6706 0.1326
H 0.7999 0.6373 -2.5689 0.1033
I -2.9104 -1.6241 -2.1662 0.5611
C -0.9454 -1.8201 -1.2648 -0.6680
H -0.3290 -2.1191 -2.1107 -0.0481
H -1.0659 -2.6658 -0.5861 -0.0368
O -3.4881 3.8733 1.5057 0.0367
C -3.2543 2.8971 2.3936 -0.2840
C -3.5481 3.1203 3.7416 -0.0387
C -3.3174 2.1260 4.6762 -0.1220
C -2.7917 0.8965 4.2911 -0.1135
C -2.4955 0.6775 2.9540 -0.0329
C -2.7182 1.6594 1.9967 -0.0616
C -2.3529 1.4210 0.5513 -0.5372
O -2.5765 2.3451 -0.2591 0.0369
O -1.8707 0.2864 0.2794 -0.1247
H -3.1757 3.4752 0.6261 0.0646
H -3.9504 4.0847 4.0274 0.1009
H -3.5452 2.3152 5.7203 0.0854
H -2.6013 0.1238 5.0256 0.0862
H -2.0578 -0.2538 2.6192 0.0991
C 7.0957 -4.1195 0.1686 -0.0738
C 5.8314 -3.4168 -0.2551 -0.2908
C 4.5896 -3.8502 0.1871 -0.0250
C 3.4103 -3.2193 -0.2031 -0.1935
C 2.0845 -3.6963 0.3274 -0.0304
C 3.4838 -2.1404 -1.0859 -0.0445
C 4.7228 -1.6857 -1.5436 -0.2027
C 4.8075 -0.5058 -2.4749 -0.0379
C 5.8803 -2.3246 -1.1127 -0.0297
C 2.2108 -1.4582 -1.5607 -0.6040
O 1.9630 -1.4387 -2.7666 0.0299
O 1.5294 -0.9583 -0.6107 -0.0709
H 6.9239 -4.7375 1.0511 0.0645
H 7.8864 -3.4044 0.4051 0.0678
H 7.4726 -4.7721 -0.6240 0.0708
H 4.5319 -4.6938 0.8694 0.1036
H 2.2204 -4.5656 0.9735 0.0684
H 1.4138 -3.9724 -0.4897 0.0877
H 1.5852 -2.9057 0.8882 0.0636
H 4.3179 0.3681 -2.0399 0.0914
H 4.2865 -0.7174 -3.4079 0.0783
H 5.8485 -0.2532 -2.6843 0.0653
H 6.8440 -1.9583 -1.4571 0.1052
```

Computed properties:
Multiplicity   1
Net charge   -2
Largest force on an atom   0.48 eV/A
Energy relative to the best compared isomer or geometry (same formula, charge and spin)   0.0 kcal/mol
Total energy   -99592.9849 eV
Gap between HOMO and LUMO (alpha / beta)   6.765 / 6.776 eV

---

Which formula does entry 3 have?
C29H28HfN5O4S2Se